A:
Here is a gas-phase ion, C5H9N2 (charge +1) from the Open Molecules 2025 dataset. Energies are from ωB97M-V/def2-TZVPD.

As for the frontier orbital gap: 11.16 eV. As for the HOMO energy: -14.37 eV. The calculation puts the LUMO energy at -0.1179 Eh. The structure (SMILES) is CCc1[nH]cc[nH+]1. The total charge is +1.

Each atom is followed by the atoms it is bonded to, with distances in Å.
Atoms and positions in Å:
1 C 2.18274 -0.78629 0.31647  C2 1.318, N6 1.371, H8 1.073
2 C 2.07777 0.26936 -0.46630  C1 1.318, N7 1.371, H9 1.206
3 C 0.10181 -0.11311 0.45171  C5 1.516, N6 1.332, N7 1.367
4 C -1.99406 0.40291 -0.64656  C5 1.516, H10 1.089, H11 1.039, H12 1.104
5 C -1.36806 0.15072 0.71115  C3 1.516, C4 1.516, H13 1.116, H14 1.094
6 N 0.97738 -0.99307 0.93538  C1 1.371, C3 1.332, H15 0.972
7 N 0.78290 0.71347 -0.39770  C2 1.371, C3 1.367, H16 1.066
8 H 3.00579 -1.45314 0.48498  C1 1.073
9 H 2.94006 0.60182 -1.24101  C2 1.206
10 H -3.07949 0.43415 -0.56224  C4 1.089
11 H -1.72063 -0.42225 -1.21560  C4 1.039
12 H -1.63257 1.31432 -1.15467  C4 1.104
13 H -1.81319 -0.76943 1.15833  C5 1.116
14 H -1.46527 1.06582 1.30203  C5 1.094
15 H 0.71781 -1.83341 1.34983  N6 0.972
16 H 0.28701 1.41810 -1.02581  N7 1.066

Here are the Löwdin charges for atoms 1 to 2, given in e: atom 1 (C): -0.0598, atom 2 (C): -0.0639


B:
Here is 2 unconnected molecules or ions with the total composition C5H9N2 from the Open Molecules 2025 dataset. Energies are from ωB97M-V/def2-TZVPD.

As for the frontier orbital gap (spin up / spin down): 5.40 / 9.48 eV. As for the HOMO energy (spin up / spin down): -11.80 / -14.95 eV. The calculation puts the LUMO energy (spin up / spin down) at -0.2353 / -0.2009 Eh. The total charge is +1.

Each atom is followed by the atoms it is bonded to, with distances in Å.
Atoms and positions in Å:
1 C -0.68599 1.02266 0.44472  N6 1.385, N7 1.251, H8 1.068
2 C -0.51524 -0.85661 -0.77370  C3 1.487, N7 1.448, H9 1.147, H10 1.154
3 C 0.80406 -0.28860 -0.38970  C2 1.487, N6 1.309
4 C 3.93485 0.25055 0.25790  H11 1.075, H12 1.032, H13 1.121
5 C -2.74774 -0.16305 0.21977  N7 1.452, H14 1.070, H15 1.068, H16 1.070
6 N 0.67254 0.85527 0.23283  C1 1.385, C3 1.309
7 N -1.34988 0.09751 -0.07427  C1 1.251, C2 1.448, C5 1.452
8 H -0.91272 1.90929 0.99619  C1 1.068
9 H -0.67456 -0.80778 -1.90902  C2 1.147
10 H -0.89243 -1.91692 -0.51866  C2 1.154
11 H 4.56334 -0.01793 -0.57179  C4 1.075
12 H 4.17055 0.38427 1.25368  C4 1.032
13 H 2.87487 0.32322 -0.10102  C4 1.121
14 H -3.32550 -0.23496 -0.67804  C5 1.070
15 H -2.69446 -1.09544 0.73733  C5 1.068
16 H -3.22171 0.53853 0.87379  C5 1.070

Here are the Löwdin charges for atoms 1 to 2, given in e: atom 1 (C): -0.0440, atom 2 (C): -0.0603


Which of them is the most stable, and which is the least stable? A and B, in that order.


A:
Here is a gas-phase ion, C5H9N2 (charge +1) from the Open Molecules 2025 dataset. Energies are from ωB97M-V/def2-TZVPD.

As for the frontier orbital gap: 9.33 eV. As for the HOMO energy: -15.17 eV. The calculation puts the LUMO energy at -0.2147 Eh. The total charge is +1.

Each atom is followed by the atoms it is bonded to, with distances in Å.
Atoms and positions in Å:
1 C -0.91383 1.33049 -0.61060  C2 1.877, C3 1.375, N6 1.495, N7 1.305
2 C -0.56463 -0.44416 -0.10983  C1 1.877, C5 1.410, N6 1.265, N7 1.473
3 C -1.20873 2.58187 -1.09944  C1 1.375, H8 1.090, H9 1.105, H10 1.192
4 C 1.39747 -1.88387 0.55910  C5 1.518, H11 1.146, H12 1.123, H13 1.141
5 C -0.08542 -1.71071 0.28210  C2 1.410, C4 1.518, H14 1.149, H15 1.158
6 N -1.46024 -0.03024 -0.90168  C1 1.495, C2 1.265
7 N 0.02820 0.87498 0.16937  C1 1.305, C2 1.473, H16 1.020
8 H -2.29570 2.63327 -1.03778  C3 1.090
9 H -0.82057 2.78090 -2.11444  C3 1.105
10 H -0.72189 3.32102 -0.30105  C3 1.192
11 H 1.91348 -1.20705 -0.20782  C4 1.146
12 H 1.60722 -2.98695 0.56852  C4 1.123
13 H 1.60181 -1.48910 1.61006  C4 1.141
14 H -0.66058 -1.83811 1.26838  C5 1.149
15 H -0.61845 -2.59924 -0.23550  C5 1.158
16 H 0.56586 1.28676 0.93148  N7 1.020

Here are the Löwdin charges for atoms 1 to 2, given in e: atom 1 (C): -0.2374, atom 2 (C): -0.2966


B:
Here is a gas-phase ion, C5H9N2 (charge +1) from the Open Molecules 2025 dataset. Energies are from ωB97M-V/def2-TZVPD.

As for the frontier orbital gap: 10.85 eV. As for the HOMO energy: -14.16 eV. The calculation puts the LUMO energy at -0.1215 Eh. The structure (SMILES) is CCc1c[nH]c[nH+]1. The total charge is +1.

Each atom is followed by the atoms it is bonded to, with distances in Å.
Atoms and positions in Å:
1 C -2.29593 -0.48923 -0.14595  C2 1.524, H8 1.094, H9 1.081, H10 1.084
2 C -1.13862 0.30600 -0.73852  C1 1.524, C3 1.478, H11 1.105, H12 1.087
3 C 0.23279 0.10709 -0.22387  C2 1.478, C4 1.349, N7 1.410
4 C 0.90529 -0.97086 0.23097  C3 1.349, N5 1.379, H13 1.068
5 N 2.07161 -0.52211 0.81409  C4 1.379, C6 1.326, H14 1.007
6 C 2.13196 0.79994 0.72938  N5 1.326, N7 1.315, H15 1.074
7 N 1.00951 1.21202 0.18113  C3 1.410, C6 1.315, H16 1.012
8 H -2.33633 -0.40673 0.94432  C1 1.094
9 H -2.22368 -1.53355 -0.41607  C1 1.081
10 H -3.21387 -0.11929 -0.58712  C1 1.084
11 H -1.01608 -0.05327 -1.77576  C2 1.105
12 H -1.39457 1.32519 -1.01579  C2 1.087
13 H 0.72055 -1.99679 0.00035  C4 1.068
14 H 2.83940 -1.12582 1.06115  N5 1.007
15 H 2.92272 1.36497 1.18578  C6 1.074
16 H 0.78526 2.10243 -0.24411  N7 1.012

Here are the Löwdin charges for atoms 1 to 2, given in e: atom 1 (C): -0.0684, atom 2 (C): -0.1875


C:
Here is a gas-phase ion, C5H9N2 (charge +1) from the Open Molecules 2025 dataset. Energies are from ωB97M-V/def2-TZVPD.

As for the frontier orbital gap: 8.79 eV. As for the HOMO energy: -14.16 eV. The calculation puts the LUMO energy at -0.1975 Eh. The structure (SMILES) is C=CCN=[N+]1CC1. The total charge is +1.

Each atom is followed by the atoms it is bonded to, with distances in Å.
Atoms and positions in Å:
1 C 2.79811 -0.03890 -0.06339  C2 1.504, N6 1.401, H8 1.085, H9 1.085
2 C 1.67396 -1.03657 -0.00696  C1 1.504, N6 1.416, H10 1.083, H11 1.084
3 C -3.01779 -0.17699 -0.17116  C5 1.315, H12 1.077, H13 1.077
4 C -0.79444 1.01839 0.08884  C5 1.623, N7 1.490, H14 1.098, H15 1.101
5 C -1.74783 -0.29346 0.14844  C3 1.315, C4 1.623, H16 1.079
6 N 1.45609 0.36247 -0.02422  C1 1.401, C2 1.416, N7 1.211
7 N 0.66861 1.28214 -0.01588  C4 1.490, N6 1.211
8 H 3.39835 0.14584 0.82100  C1 1.085
9 H 3.34019 0.12402 -0.98889  C1 1.085
10 H 1.39758 -1.58449 -0.89906  C2 1.083
11 H 1.46386 -1.56351 0.91660  C2 1.084
12 H -3.67588 -1.02585 -0.09290  C3 1.077
13 H -3.45962 0.74787 -0.50184  C3 1.077
14 H -1.19148 1.66598 -0.70344  C4 1.098
15 H -1.02030 1.58345 1.00681  C4 1.101
16 H -1.28941 -1.21040 0.48605  C5 1.079

Here are the Löwdin charges for atoms 1 to 2, given in e: atom 1 (C): 0.0163, atom 2 (C): 0.0063


Which of them is the most stable, and which is the least stable? B and C, in that order.


A:
Here is 2 unconnected molecules or ions with the total composition C16H17N from the Open Molecules 2025 dataset. Energies are from ωB97M-V/def2-TZVPD.

As for the frontier orbital gap: 8.70 eV. As for the HOMO energy: -7.83 eV. The calculation puts the LUMO energy at 0.0321 Eh. The structure (SMILES) is Cc1c[nH]c2ccccc12.Cc1ccccc1.

Each atom is followed by the atoms it is bonded to, with distances in Å.
Atoms and positions in Å:
1 C -3.06388 -0.35171 1.38931  C4 1.501, H16 1.088, H17 1.087, H19 1.098
2 C 0.29686 -1.92231 1.63787  C3 1.397, C6 1.399, N10 1.366
3 C -0.87587 -1.66192 0.92569  C2 1.397, C4 1.431, C8 1.413
4 C -1.70637 -0.86313 1.77384  C1 1.501, C3 1.431, C5 1.351
5 C -1.03782 -0.67851 2.93286  C4 1.351, N10 1.385, H13 1.081
6 C 1.28540 -2.77336 1.13348  C2 1.399, C7 1.378, H12 1.082
7 C 1.13304 -3.22441 -0.15917  C6 1.378, C9 1.406, H14 1.075
8 C -1.02859 -2.15044 -0.39136  C3 1.413, C9 1.377, H15 1.084
9 C 0.03286 -2.83344 -0.94197  C7 1.406, C8 1.377, H18 1.078
10 N 0.20004 -1.29332 2.84683  C2 1.366, C5 1.385, H11 1.007
11 H 0.80143 -1.52651 3.62072  N10 1.007
12 H 2.12900 -3.05833 1.74839  C6 1.082
13 H -1.16271 -0.11219 3.84513  C5 1.081
14 H 1.87736 -3.89404 -0.55088  C7 1.075
15 H -1.83068 -1.73600 -0.99129  C8 1.084
16 H -3.58580 0.08959 2.23594  C1 1.088
17 H -3.63822 -1.14445 0.91719  C1 1.087
18 H 0.02915 -3.18019 -1.96287  C9 1.078
19 H -2.90010 0.41192 0.61819  C1 1.098
20 C -0.99896 3.25119 -1.11238  C26 1.497, H32 1.085, H33 1.087, H34 1.084
21 C 2.70338 1.13121 -1.60837  C22 1.389, C23 1.391, H27 1.079
22 C 2.43153 1.81193 -0.42809  C21 1.389, C24 1.386, H28 1.078
23 C 1.73820 1.11058 -2.61023  C21 1.391, C25 1.383, H29 1.077
24 C 1.17782 2.35839 -0.20207  C22 1.386, C26 1.406, H30 1.075
25 C 0.57337 1.84274 -2.47310  C23 1.383, C26 1.392, H31 1.081
26 C 0.26411 2.46265 -1.26553  C20 1.497, C24 1.406, C25 1.392
27 H 3.66995 0.67790 -1.76724  C21 1.079
28 H 3.19684 1.87490 0.32815  C22 1.078
29 H 1.87520 0.58125 -3.53788  C23 1.077
30 H 0.67640 2.60443 0.71620  C24 1.075
31 H -0.14279 1.89984 -3.28069  C25 1.081
32 H -1.13862 3.77652 -0.17315  C20 1.085
33 H -1.84780 2.58926 -1.26717  C20 1.087
34 H -1.13372 3.92991 -1.94634  C20 1.084

Here are the Löwdin charges for atoms 1 to 2, given in e: atom 1 (C): -0.0412, atom 2 (C): -0.2283


B:
Here is 2 unconnected molecules or ions with the total composition C16H17N from the Open Molecules 2025 dataset. Energies are from ωB97M-V/def2-TZVPD.

As for the frontier orbital gap: 8.55 eV. As for the HOMO energy: -7.60 eV. The calculation puts the LUMO energy at 0.0350 Eh. The structure (SMILES) is Cc1c[nH]c2ccccc12.Cc1ccccc1.

Each atom is followed by the atoms it is bonded to, with distances in Å.
Atoms and positions in Å:
1 C 1.71488 -0.72748 -3.16856  C3 1.426, H14 1.139, H15 1.118, H19 1.126
2 C 0.85487 -1.66079 -1.02042  C3 1.498, C4 1.396, C6 1.440
3 C 1.63777 -1.84414 -2.28449  C1 1.426, C2 1.498, C5 1.368
4 C 1.08756 -2.76979 -0.20521  C2 1.396, C9 1.402, N10 1.436
5 C 2.04383 -3.15038 -2.29461  C3 1.368, N10 1.416, H16 1.017
6 C -0.00349 -0.61476 -0.52689  C2 1.440, C7 1.450, H11 1.036
7 C -0.83840 -0.95262 0.60906  C6 1.450, C8 1.418, H12 1.125
8 C -0.76556 -2.17928 1.31667  C7 1.418, C9 1.393, H13 1.152
9 C 0.29388 -2.99635 0.92811  C4 1.402, C8 1.393, H18 1.045
10 N 1.91806 -3.65206 -0.97681  C4 1.436, C5 1.416, H17 0.982
11 H -0.02008 0.25703 -1.08552  C6 1.036
12 H -1.45949 -0.03686 0.81358  C7 1.125
13 H -1.58212 -2.13421 2.12845  C8 1.152
14 H 2.01863 -0.92436 -4.24856  C1 1.139
15 H 2.36219 0.01784 -2.64429  C1 1.118
16 H 2.37278 -3.82358 -2.98297  C5 1.017
17 H 2.37334 -4.44156 -0.61011  N10 0.982
18 H 0.27249 -3.87890 1.48806  C9 1.045
19 H 0.67674 -0.36420 -3.41172  C1 1.126
20 C -0.89565 1.42633 3.19052  C22 1.491, H29 1.189, H30 1.064, H34 1.026
21 C 0.13363 2.74891 1.38856  C22 1.420, C23 1.381, H27 1.078
22 C -1.00296 2.01835 1.82605  C20 1.491, C21 1.420, C25 1.425
23 C 0.05269 3.39661 0.17164  C21 1.381, C24 1.374, H28 1.092
24 C -1.09858 3.37207 -0.57746  C23 1.374, C26 1.396, H31 1.089
25 C -2.13299 1.92415 0.96229  C22 1.425, C26 1.435, H32 1.077
26 C -2.21160 2.57062 -0.31690  C24 1.396, C25 1.435, H33 1.060
27 H 1.04802 2.73539 1.95880  C21 1.078
28 H 0.94883 3.94087 -0.13181  C23 1.092
29 H -1.83800 1.65583 3.87869  C20 1.189
30 H 0.04495 1.75105 3.56770  C20 1.064
31 H -1.19349 4.08357 -1.39684  C24 1.089
32 H -2.93286 1.28410 1.29605  C25 1.077
33 H -3.03261 2.55508 -0.98757  C26 1.060
34 H -0.84725 0.41352 3.34648  C20 1.026

Here are the Löwdin charges for atoms 1 to 2, given in e: atom 1 (C): -0.0903, atom 2 (C): -0.1259


Which of them is the most stable, and which is the least stable? A and B, in that order.